(one)
Computed, not measured: 10 unconnected molecules or ions with the total composition C40H110N10O10, with wB97M-V/def2-TZVPD.

- Structure (SMILES): COC[C@H](C)N.COC[C@H](C)N.COC[C@H](C)N.COC[C@H](C)N.COC[C@H](C)N.COC[C@H](C)N.COC[C@H](C)N.COC[C@H](C)N.COC[C@H](C)N.COC[C@H](C)N
- HOMO energy: -8.9 eV
- Gap between HOMO and LUMO: 9.37 eV

Geometry as ORCA input:
```
! wB97M-V def2-TZVPD RIJCOSX def2/J DEFGRID3
* xyz 0 1
C -8.920 -2.265 -1.284
C -7.456 -2.588 -0.994
C -6.659 -1.376 -1.391
O -5.325 -1.509 -0.906
C -4.537 -0.421 -1.364
N -7.411 -2.779 0.466
H -9.605 -3.103 -1.148
H -8.946 -2.062 -2.363
H -9.322 -1.422 -0.729
H -7.014 -3.387 -1.602
H -7.077 -0.443 -0.984
H -6.671 -1.141 -2.464
H -4.883 0.477 -0.847
H -4.525 -0.441 -2.454
H -3.506 -0.579 -1.042
H -6.476 -2.654 0.843
H -7.602 -3.778 0.493
C 3.167 -4.427 -1.131
C 4.300 -5.418 -1.170
C 4.260 -6.422 -2.342
O 5.494 -7.103 -2.474
C 5.518 -8.149 -3.395
N 5.551 -4.655 -1.106
H 3.318 -3.821 -0.236
H 2.131 -4.764 -1.022
H 3.048 -3.730 -1.963
H 4.248 -6.030 -0.260
H 4.064 -5.840 -3.248
H 3.402 -7.071 -2.149
H 6.479 -8.647 -3.510
H 5.214 -7.859 -4.409
H 4.770 -8.886 -3.074
H 6.339 -5.265 -1.285
H 5.649 -4.226 -0.197
C 3.648 -0.995 -0.607
C 4.498 0.256 -0.791
C 5.700 -0.035 -1.662
O 6.562 1.070 -1.724
C 7.803 0.863 -2.384
N 3.627 1.286 -1.322
H 2.768 -0.856 0.020
H 4.175 -1.887 -0.271
H 3.318 -1.207 -1.629
H 4.819 0.601 0.203
H 5.377 -0.422 -2.639
H 6.256 -0.913 -1.299
H 8.252 0.016 -1.853
H 8.348 1.795 -2.271
H 7.722 0.566 -3.433
H 4.135 2.165 -1.348
H 2.871 1.393 -0.659
C -5.067 -1.417 8.089
C -5.111 -0.386 6.979
C -3.878 -0.601 6.087
O -3.694 0.541 5.277
C -2.462 0.532 4.560
N -6.320 -0.503 6.149
H -4.537 -1.094 8.985
H -4.609 -2.374 7.828
H -6.103 -1.600 8.382
H -4.978 0.652 7.294
H -4.101 -1.567 5.613
H -2.983 -0.793 6.691
H -1.650 0.571 5.297
H -2.520 1.476 4.027
H -2.268 -0.397 4.020
H -6.164 0.024 5.295
H -6.301 -1.480 5.861
C -1.478 6.778 -1.783
C -1.444 5.406 -2.512
C -2.666 4.505 -2.267
O -3.828 5.187 -2.751
C -4.903 4.305 -2.870
N -1.217 5.732 -3.944
H -1.208 7.671 -2.339
H -0.817 6.752 -0.913
H -2.501 6.858 -1.408
H -0.561 4.802 -2.284
H -2.799 4.317 -1.198
H -2.500 3.601 -2.862
H -5.210 3.850 -1.923
H -4.758 3.553 -3.657
H -5.713 4.912 -3.286
H -1.608 4.873 -4.339
H -1.877 6.464 -4.192
C -1.611 -0.570 -4.814
C -2.729 -0.624 -5.892
C -3.173 -2.017 -6.243
O -2.027 -2.741 -6.655
C -2.340 -3.783 -7.564
N -3.799 0.115 -5.185
H -1.569 0.323 -4.197
H -0.646 -0.845 -5.236
H -1.890 -1.374 -4.121
H -2.302 -0.241 -6.822
H -3.977 -2.115 -6.979
H -3.562 -2.486 -5.323
H -2.339 -3.408 -8.592
H -3.298 -4.257 -7.338
H -1.619 -4.601 -7.583
H -4.682 -0.043 -5.680
H -4.025 -0.481 -4.389
C 2.242 0.830 4.817
C 3.196 1.954 4.380
C 4.002 1.702 3.121
O 5.080 2.616 3.131
C 6.108 2.442 2.159
N 2.408 3.244 4.230
H 2.920 0.104 5.273
H 1.829 0.330 3.936
H 1.387 1.042 5.454
H 3.787 2.334 5.216
H 3.486 1.756 2.155
H 4.471 0.709 3.199
H 5.743 2.582 1.138
H 6.681 1.534 2.342
H 6.727 3.327 2.313
H 3.029 3.971 3.889
H 2.125 3.541 5.156
C -1.037 -6.289 0.474
C 0.015 -6.252 1.547
C -0.313 -5.314 2.712
O -0.558 -3.989 2.243
C -0.646 -3.014 3.255
N 0.115 -7.596 2.103
H -1.966 -6.759 0.795
H -0.640 -6.815 -0.396
H -1.244 -5.255 0.189
H 0.998 -5.947 1.168
H 0.549 -5.251 3.384
H -1.176 -5.737 3.232
H 0.209 -3.037 3.939
H -1.540 -3.182 3.866
H -0.726 -1.977 2.931
H 1.027 -7.726 2.522
H -0.031 -8.298 1.392
C 2.480 5.318 0.804
C 2.906 6.655 1.441
C 4.295 7.173 1.020
O 4.676 8.278 1.822
C 5.387 9.246 1.040
N 1.858 7.626 1.265
H 2.170 5.585 -0.214
H 1.540 4.897 1.161
H 3.293 4.600 0.711
H 3.152 6.437 2.495
H 4.278 7.356 -0.059
H 5.044 6.408 1.248
H 4.683 9.578 0.271
H 6.316 8.868 0.617
H 5.514 10.123 1.673
H 2.168 8.537 1.576
H 1.035 7.280 1.738
C -0.237 1.361 1.598
C 0.150 1.526 0.141
C -0.483 0.530 -0.809
O 0.158 -0.744 -0.448
C -0.545 -1.865 -0.949
N -0.313 2.845 -0.285
H -0.003 0.350 1.945
H -1.324 1.371 1.736
H 0.152 2.232 2.123
H 1.211 1.543 -0.105
H -0.248 0.735 -1.852
H -1.542 0.619 -0.545
H -0.996 -1.653 -1.920
H -1.234 -2.108 -0.133
H 0.085 -2.749 -1.070
H -0.061 3.639 0.283
H -1.305 2.907 -0.470
*
```


(two)
Computed, not measured: 10 unconnected molecules or ions with the total composition C40H110N10O10, with wB97M-V/def2-TZVPD.

- Structure (SMILES): COC[C@H](C)N.COC[C@H](C)N.COC[C@H](C)N.COC[C@H](C)N.COC[C@H](C)N.COC[C@H](C)N.COC[C@H](C)N.COC[C@H](C)N.COC[C@H](C)N.COC[C@H](C)N
- HOMO energy: -8.9 eV
- Gap between HOMO and LUMO: 9.23 eV

Geometry as ORCA input:
```
! wB97M-V def2-TZVPD RIJCOSX def2/J DEFGRID3
* xyz 0 1
C -1.447 3.942 -0.105
C -1.086 5.432 -0.200
C -1.531 6.182 1.046
O -1.532 7.600 0.825
C -2.626 8.050 0.089
N 0.345 5.514 -0.509
H -0.948 3.478 0.750
H -1.109 3.450 -1.018
H -2.522 3.763 -0.036
H -1.647 5.783 -1.068
H -0.802 6.040 1.845
H -2.519 5.890 1.422
H -3.579 7.758 0.558
H -2.637 7.715 -0.955
H -2.622 9.141 0.066
H 0.524 6.495 -0.708
H 0.909 5.258 0.295
C 2.214 2.945 -3.964
C 1.721 4.346 -4.267
C 1.509 4.554 -5.746
O 1.437 5.946 -5.986
C 1.140 6.239 -7.325
N 0.445 4.559 -3.547
H 1.461 2.200 -4.239
H 2.457 2.797 -2.909
H 3.118 2.674 -4.516
H 2.477 5.077 -3.950
H 0.558 4.077 -6.023
H 2.318 4.110 -6.343
H 1.935 5.894 -7.999
H 1.015 7.315 -7.418
H 0.205 5.749 -7.631
H 0.277 5.561 -3.521
H 0.621 4.319 -2.574
C -4.024 -4.099 3.720
C -4.567 -3.103 4.732
C -4.660 -1.672 4.219
O -3.504 -1.176 3.583
C -2.354 -1.194 4.393
N -5.902 -3.436 5.272
H -2.971 -3.913 3.493
H -4.547 -4.033 2.760
H -4.122 -5.120 4.090
H -3.932 -3.094 5.625
H -4.952 -1.020 5.053
H -5.485 -1.623 3.501
H -2.115 -2.205 4.731
H -2.434 -0.550 5.281
H -1.550 -0.791 3.781
H -6.581 -3.470 4.514
H -5.879 -4.388 5.625
C 2.965 5.276 1.986
C 2.074 4.934 3.164
C 1.611 6.142 3.922
O 2.744 6.752 4.515
C 2.410 7.617 5.555
N 0.910 4.178 2.670
H 2.556 6.116 1.420
H 3.081 4.432 1.303
H 3.963 5.544 2.337
H 2.651 4.341 3.888
H 0.879 5.866 4.698
H 1.102 6.900 3.306
H 3.326 8.062 5.951
H 1.896 7.129 6.393
H 1.801 8.474 5.226
H 0.180 4.159 3.374
H 1.223 3.234 2.484
C 4.714 0.297 2.421
C 4.343 1.513 3.264
C 3.018 1.360 3.953
O 1.971 1.355 3.000
C 0.753 1.045 3.661
N 5.376 1.723 4.270
H 4.755 -0.608 3.026
H 5.709 0.464 1.995
H 4.055 0.192 1.559
H 4.276 2.353 2.550
H 2.871 2.182 4.675
H 2.991 0.453 4.574
H -0.031 1.135 2.906
H 0.553 1.746 4.478
H 0.749 0.018 4.037
H 5.169 2.523 4.861
H 6.252 1.958 3.818
C -5.165 -0.187 -4.435
C -4.351 0.947 -3.859
C -3.584 0.526 -2.626
O -4.503 0.176 -1.616
C -3.858 -0.408 -0.510
N -3.390 1.487 -4.849
H -6.006 -0.373 -3.765
H -4.581 -1.101 -4.539
H -5.579 0.091 -5.405
H -5.021 1.744 -3.504
H -2.941 1.346 -2.263
H -2.908 -0.314 -2.853
H -4.601 -0.496 0.287
H -3.042 0.209 -0.122
H -3.513 -1.422 -0.740
H -3.899 2.083 -5.491
H -2.738 2.093 -4.360
C 5.261 -1.462 -3.743
C 4.845 -1.000 -2.356
C 5.717 -1.649 -1.286
O 5.712 -3.063 -1.304
C 4.529 -3.650 -0.806
N 4.932 0.459 -2.299
H 6.149 -0.920 -4.080
H 4.493 -1.176 -4.467
H 5.397 -2.540 -3.782
H 3.808 -1.289 -2.174
H 5.415 -1.282 -0.293
H 6.754 -1.343 -1.456
H 3.601 -3.291 -1.261
H 4.502 -3.581 0.286
H 4.572 -4.703 -1.097
H 5.893 0.760 -2.426
H 4.623 0.817 -1.400
C -0.533 -6.225 3.784
C -0.367 -7.140 2.590
C 0.892 -6.838 1.806
O 0.738 -5.618 1.117
C 1.463 -5.542 -0.080
N -0.311 -8.541 3.078
H 0.331 -6.232 4.454
H -1.452 -6.465 4.318
H -0.589 -5.178 3.467
H -1.243 -7.067 1.943
H 1.070 -7.656 1.097
H 1.733 -6.743 2.507
H 1.097 -6.300 -0.791
H 2.535 -5.711 0.072
H 1.277 -4.582 -0.559
H 0.383 -9.097 2.592
H -0.024 -8.559 4.051
C -3.029 -7.524 -5.518
C -3.361 -7.483 -4.029
C -2.768 -6.221 -3.428
O -2.867 -6.302 -2.017
C -2.259 -5.209 -1.387
N -4.799 -7.612 -3.838
H -3.589 -8.308 -6.028
H -1.972 -7.716 -5.704
H -3.306 -6.586 -6.013
H -2.836 -8.321 -3.560
H -3.325 -5.335 -3.769
H -1.712 -6.128 -3.718
H -2.235 -5.365 -0.308
H -2.747 -4.260 -1.636
H -1.189 -5.122 -1.644
H -5.243 -6.820 -4.299
H -4.999 -7.475 -2.849
C 0.175 0.649 -1.693
C 0.665 0.592 -0.258
C 0.636 -0.814 0.287
O -0.724 -1.224 0.311
C -0.969 -2.316 1.143
N 2.038 1.098 -0.205
H 0.810 0.025 -2.329
H 0.201 1.668 -2.083
H -0.839 0.259 -1.771
H 0.018 1.221 0.371
H 1.083 -0.876 1.291
H 1.225 -1.511 -0.330
H -1.996 -2.651 0.931
H -0.900 -2.121 2.211
H -0.469 -3.244 0.818
H 2.035 2.062 -0.528
H 2.330 1.148 0.767
*
```


Most stable: (two). Least stable: (one).


(one)
Computed, not measured: 2 unconnected molecules or ions with the total composition C4H11BN2, with wB97M-V/def2-TZVPD.

- Structure (SMILES): CN(C)C.BC#N
- HOMO energy: -8.4 eV
- Gap between HOMO and LUMO: 6.87 eV

Geometry as ORCA input:
```
! wB97M-V def2-TZVPD RIJCOSX def2/J DEFGRID3
* xyz 0 1
C 0.031 0.064 -2.516
N 0.581 -1.020 -1.620
C -0.380 -2.147 -1.404
C 0.703 -0.363 -0.351
H -0.834 -0.253 -3.115
H -0.301 0.832 -1.826
H 0.737 0.580 -3.168
H -1.193 -2.169 -2.151
H 0.035 -3.157 -1.351
H -0.797 -1.946 -0.431
H 0.807 -1.011 0.528
H 1.399 0.484 -0.342
H -0.302 -0.021 -0.421
B 0.294 1.856 4.109
H -0.012 0.758 4.550
H 1.444 2.065 3.839
C -0.714 2.496 3.209
N -1.497 2.952 2.461
*
```


(two)
Computed, not measured: C4H11BN2 in the gas phase, with wB97M-V/def2-TZVPD.

- Structure (SMILES): CB1NCCN1C
- HOMO energy: -7.8 eV
- Gap between HOMO and LUMO: 8.60 eV

Geometry as ORCA input:
```
! wB97M-V def2-TZVPD RIJCOSX def2/J DEFGRID3
* xyz 0 1
B 0.786 -0.291 0.230
C -0.791 -1.204 -1.454
C -1.305 0.154 -0.973
C 1.943 -0.331 1.239
C -0.713 1.697 0.868
N 0.565 -1.274 -0.831
N -0.269 0.646 0.095
H -1.382 -2.006 -1.001
H -0.665 -1.374 -2.506
H -1.250 0.776 -1.925
H -2.316 0.342 -0.571
H 2.707 -1.098 0.819
H 1.674 -0.643 2.189
H 2.410 0.592 1.397
H -1.070 1.356 1.872
H 0.123 2.336 1.281
H -1.504 2.397 0.389
H 1.059 -2.074 -1.118
*
```


Most stable: (two). Least stable: (one).


(one)
Computed, not measured: C8H8 in the gas phase, with wB97M-V/def2-TZVPD.

- HOMO energy: -7.4 eV
- Gap between HOMO and LUMO: 7.66 eV

Geometry as ORCA input:
```
! wB97M-V def2-TZVPD RIJCOSX def2/J DEFGRID3
* xyz 0 1
C -0.012 -1.033 -0.403
C 1.376 -1.276 -0.109
C 2.211 -0.162 0.220
C 1.572 1.128 0.162
C 0.247 1.320 -0.204
C -0.565 0.189 -0.408
C -1.934 -0.274 0.662
C -2.888 0.046 0.071
H -0.780 -1.924 -0.471
H 1.841 -2.358 0.188
H 3.278 -0.329 0.286
H 2.071 2.086 0.317
H -0.169 2.441 -0.355
H -1.571 0.571 -0.606
H -1.074 -0.487 1.338
H -3.637 0.366 -0.651
*
```


(two)
Computed, not measured: C8H8 in the gas phase, with wB97M-V/def2-TZVPD.

- Structure (SMILES): C/C=C(\C)C1=C2C=C21
- HOMO energy: -7.4 eV
- Gap between HOMO and LUMO: 7.98 eV

Geometry as ORCA input:
```
! wB97M-V def2-TZVPD RIJCOSX def2/J DEFGRID3
* xyz 0 1
C -0.031 3.352 0.590
C 1.088 2.294 0.876
C -0.469 2.222 0.097
C 0.597 1.193 0.286
C -0.949 -0.329 -0.295
C 0.348 -0.153 0.031
C -1.371 -1.720 -0.680
C 1.395 -1.173 0.213
H -0.048 4.451 0.676
H -1.469 0.547 -0.640
H -0.410 -2.172 -1.180
H -2.359 -1.773 -1.079
H -1.428 -2.343 0.243
H 1.013 -1.902 0.954
H 2.484 -0.897 0.696
H 1.609 -1.596 -0.789
*
```


(three)
Computed, not measured: 2 unconnected molecules or ions with the total composition C8H8, with wB97M-V/def2-TZVPD.

- Structure (SMILES): c1ccccc1.C#C
- HOMO energy: -9.3 eV
- Gap between HOMO and LUMO: 10.24 eV

Geometry as ORCA input:
```
! wB97M-V def2-TZVPD RIJCOSX def2/J DEFGRID3
* xyz 0 1
C 2.488 0.980 -0.014
C 2.880 -0.473 -0.035
C 1.794 -1.297 -0.198
C 0.548 -0.902 0.001
C 0.246 0.339 0.211
C 1.161 1.335 0.118
C -4.345 -0.515 0.303
C -4.630 0.394 -0.449
H 3.119 1.934 -0.396
H 3.907 -0.675 -0.226
H 1.908 -2.495 -0.266
H -0.170 -1.813 -0.020
H -0.815 0.655 0.394
H 0.806 2.338 0.386
H -3.990 -1.262 0.901
H -4.907 1.458 -0.711
*
```


Most stable: (three). Least stable: (one).


(one)
Computed, not measured: C2H5NS in the gas phase, with wB97M-V/def2-TZVPD.

- Structure (SMILES): [H]/N=C/SC
- HOMO energy: -9.0 eV
- Gap between HOMO and LUMO: 9.89 eV

Geometry as ORCA input:
```
! wB97M-V def2-TZVPD RIJCOSX def2/J DEFGRID3
* xyz 0 1
C 1.112 -0.355 -0.138
C -1.399 0.617 -0.007
N 2.374 -0.373 0.080
S 0.243 1.174 -0.574
H 0.343 -1.143 -0.146
H -2.033 0.137 -0.775
H -1.976 1.461 0.323
H -1.210 -0.221 0.769
H 2.546 -1.298 0.467
*
```


(two)
Computed, not measured: C2H5NS in the gas phase, with wB97M-V/def2-TZVPD.

- Structure (SMILES): C=NSC
- HOMO energy: -8.4 eV
- Gap between HOMO and LUMO: 9.11 eV

Geometry as ORCA input:
```
! wB97M-V def2-TZVPD RIJCOSX def2/J DEFGRID3
* xyz 0 1
C -2.108 -0.397 -0.197
C 1.768 0.262 0.026
N -0.740 -0.420 0.009
S 0.158 0.757 0.799
H -2.607 -1.237 -0.597
H -2.693 0.369 0.092
H 1.930 0.637 -0.942
H 1.775 -0.818 0.188
H 2.517 0.846 0.623
*
```


Most stable: (one). Least stable: (two).


(one)
Computed, not measured: 2 unconnected molecules or ions with the total composition CH5NO2Si, with wB97M-V/def2-TZVPD.

- HOMO energy (alpha / beta): -9.4 / -9.3 eV
- Gap between HOMO and LUMO (alpha / beta): 6.99 / 6.92 eV

Geometry as ORCA input:
```
! wB97M-V def2-TZVPD RIJCOSX def2/J DEFGRID3
* xyz 0 1
C 1.124 0.937 -0.953
N -1.864 -2.609 0.707
O -1.981 -2.192 1.746
O -0.738 -1.163 -0.243
Si -0.157 0.204 0.291
H 0.716 1.065 -1.875
H 1.354 1.937 -0.567
H 1.995 0.203 -1.048
H -1.087 1.237 0.249
H 0.638 0.381 1.694
*
```


(two)
Computed, not measured: 2 unconnected molecules or ions with the total composition CH5NO2Si, with wB97M-V/def2-TZVPD.

- HOMO energy (alpha / beta): -10.7 / -8.9 eV
- Gap between HOMO and LUMO (alpha / beta): 10.42 / 6.99 eV

Geometry as ORCA input:
```
! wB97M-V def2-TZVPD RIJCOSX def2/J DEFGRID3
* xyz 0 1
C -0.785 0.105 1.082
N -0.425 -0.933 -2.274
O -1.115 -1.390 -1.430
O -0.475 -0.818 -3.485
Si 1.037 0.664 1.010
H -1.110 -0.884 0.631
H -1.505 0.855 1.153
H 1.360 0.613 -0.365
H 1.299 2.061 1.538
H 1.719 -0.273 2.140
*
```


Most stable: (one). Least stable: (two).